1.
The following is a quantum chemistry calculation of 13 unconnected molecules or ions with the total composition C49H98O23S5 in a non-equilibrium geometry, from the OMol25 dataset.

Calculated values
* total charge: 0

```
175
C49H98O23S5 | the OMol25 dataset | ωB97M-V/def2-TZVPD
H -5.430 -4.747 29.104
H -6.809 2.114 19.209
H -9.180 -3.507 27.312
O -18.293 -3.967 20.843
H -11.816 -4.256 26.766
H -7.468 3.115 17.911
H -14.025 -1.033 17.589
S -17.046 -4.530 21.281
O -13.793 -2.004 15.685
H -16.624 -2.385 21.936
C -7.468 2.934 18.970
C -13.569 4.669 25.558
H -12.646 -5.367 27.829
C -15.385 0.855 19.374
S -13.708 -7.046 22.114
H -12.356 1.539 17.723
H -14.817 -1.179 19.806
C -11.316 -4.294 16.851
C -10.423 2.649 22.513
H -9.837 2.982 25.119
H -11.170 -0.697 26.266
O -9.589 1.957 18.560
H -12.871 -5.765 17.339
H -10.594 -5.041 16.592
O -13.908 -5.909 22.966
H -7.516 -2.128 21.889
H -9.029 -1.770 26.902
H -13.290 -3.528 23.247
H -11.415 -3.098 15.028
H -12.120 -8.261 23.299
H -6.459 -3.755 22.688
C -14.343 -0.247 19.549
H -9.285 2.583 26.803
O -10.229 -1.416 18.470
H -11.990 -4.665 14.643
H -14.068 -1.237 28.971
C -13.537 -6.674 20.392
H -10.524 1.343 20.785
H -10.032 -2.103 21.395
H -10.603 0.423 27.543
H -13.694 0.016 20.409
H -11.505 -0.782 16.344
S -14.382 2.159 18.695
H -15.134 -3.281 21.996
H -13.442 -5.614 20.291
H -11.743 3.661 25.626
H -7.718 -1.284 17.392
H -5.564 0.767 23.499
H -16.768 -2.791 24.302
O -7.473 -2.490 27.939
H -14.601 -4.391 17.767
H -16.626 -6.570 22.617
C -12.035 4.688 25.682
C -7.030 -3.702 28.352
O -14.529 -4.257 14.995
H -9.829 -3.125 29.566
H -7.994 -6.223 26.465
H -15.947 1.115 20.247
C -14.244 2.197 22.855
H -16.051 0.531 18.555
C -11.562 -1.222 22.588
C -11.881 -8.455 21.049
H -7.163 3.825 19.515
C -9.902 0.847 25.559
H -11.195 2.804 20.414
H -11.376 -1.591 20.397
O -16.249 -5.073 20.174
H -12.504 -0.665 18.470
S -12.007 -3.546 21.407
H -8.981 -7.295 25.408
C -16.172 -3.336 22.234
H -10.458 3.742 22.637
C -10.504 -0.302 16.309
H -7.939 0.296 16.939
H -10.573 0.799 16.195
H -11.399 -6.837 22.452
C -8.900 -2.515 27.685
H -12.978 -0.285 27.941
H -13.541 2.461 22.082
O -15.034 3.182 17.943
C -5.613 -3.709 28.854
C -14.397 -1.296 26.815
H -10.887 -3.456 17.362
C -8.774 -6.297 25.731
H -18.388 -4.442 23.833
C -13.998 -0.583 28.099
H -14.196 -0.606 25.994
H -14.066 4.051 26.313
H -8.127 -6.021 21.557
H -13.286 -5.336 26.204
H -12.581 -0.873 22.538
C -12.207 -3.523 23.231
H -4.993 -3.284 28.083
H -6.734 -4.339 21.012
H -8.926 -4.606 22.259
C -12.769 -4.692 26.969
H -14.592 0.318 28.258
C -7.009 -0.034 22.004
H -13.521 -2.927 18.137
C -13.484 -0.301 18.196
H -6.873 -1.597 23.461
H -15.461 -1.570 26.715
C -8.484 -5.428 24.529
H -12.364 -7.930 18.978
O -13.268 -3.361 20.769
H -10.503 -2.406 23.970
O -11.157 -4.665 21.007
H -12.144 -1.788 24.536
H -14.291 1.118 22.784
C -12.452 -4.852 17.722
O -7.697 -4.695 28.385
O -9.114 2.816 20.570
H -7.974 -0.163 18.679
H -14.029 5.677 25.542
H -11.886 -4.541 23.549
O -9.515 0.187 24.609
H -14.449 -7.072 19.983
H -18.260 -6.173 22.286
C -13.379 1.145 17.602
H -9.700 -5.892 26.162
O -6.962 0.182 20.812
C -13.975 2.710 24.211
H -7.306 1.216 23.764
O -8.602 -4.226 24.593
H -9.589 2.233 23.072
H -11.795 5.114 26.699
H -11.330 2.277 22.978
C -11.945 -3.931 15.441
C -9.751 -0.797 17.546
H -10.772 -2.137 28.357
C -13.632 -3.890 17.597
C -6.651 -4.609 22.049
H -12.137 -4.877 18.758
H -15.256 2.608 22.560
H -17.225 -5.431 24.717
C -13.755 -3.556 27.258
H -9.591 -1.347 29.417
C -8.024 -5.190 22.290
H -8.303 2.248 25.416
H -11.650 5.328 24.898
H -11.804 0.962 26.412
C -17.395 -4.824 23.815
O -13.514 2.665 19.735
C -8.825 2.531 19.316
C -8.299 -0.425 17.672
H -6.346 1.962 22.443
O -14.664 -3.572 28.084
H -10.868 -8.788 20.898
O -13.956 4.092 24.198
O -13.524 -2.461 26.474
H -13.695 1.265 16.560
H -15.411 -3.905 24.194
O -13.686 2.030 25.158
C -9.812 -2.271 28.896
C -6.521 1.039 23.010
C -16.388 -3.648 23.746
O -8.137 -6.064 23.426
C -9.327 2.253 25.762
C -12.251 -7.450 19.947
C -11.549 -2.228 23.759
H -10.041 -0.805 15.425
C -12.065 -7.727 22.374
H -11.420 -6.741 19.802
O -14.653 -8.088 22.291
H -10.927 -0.367 22.793
C -17.313 -5.746 22.586
C -7.498 -1.300 22.612
C -11.133 -1.952 21.384
C -10.396 2.398 21.035
C -10.928 0.325 26.514
H -5.878 -5.373 22.154
H -8.512 -1.131 23.038
H -5.562 -3.099 29.777
H -12.565 -9.347 21.103
S -13.623 -3.454 15.843
```

2.
The following is a quantum chemistry calculation of C7H10O in the gas phase in a non-equilibrium geometry, from the OMol25 dataset.

Calculated values
* energy above the lowest of the compared OMol25 structures with the same formula, charge and spin: 2.753 eV
* total charge: 0
* structure (SMILES): CC(C)=C1C=CCO1

```
18
C7H10O | the OMol25 dataset | ωB97M-V/def2-TZVPD
H 3.092 -1.347 -0.858
C -0.895 -0.095 -0.018
H 1.060 2.195 0.338
H 3.238 -1.035 0.776
O 1.374 -1.136 0.032
H -2.160 -1.387 0.838
H -2.687 0.739 0.505
C -1.826 1.146 0.020
H -1.794 1.572 -1.043
H 3.433 1.513 0.104
C 2.659 -0.733 -0.097
H -0.803 -2.305 0.286
C 0.542 -0.052 0.056
C -1.527 -1.547 0.044
C 2.661 0.740 -0.090
H -1.920 -1.835 -0.932
C 1.331 1.134 0.042
H -1.506 1.906 0.660
```

3.
The following is a quantum chemistry calculation of 15 unconnected molecules or ions with the total composition C50H110O25S10 in a non-equilibrium geometry, from the OMol25 dataset.

Calculated values
* total charge: 0

```
195
C50H110O25S10 | the OMol25 dataset | ωB97M-V/def2-TZVPD
H 4.132 1.874 1.381
C 0.424 -0.554 5.262
O 4.244 1.192 -0.577
H 6.179 2.726 1.548
H 0.684 -0.448 -1.592
H -2.715 3.493 5.084
O 3.465 -1.639 2.093
C -3.255 -2.692 2.024
H -4.788 0.092 0.661
H 1.379 3.398 5.541
C -1.851 3.736 4.465
S -4.033 2.946 -4.975
C 5.866 2.506 0.527
S 4.562 -0.982 2.799
O -3.329 -0.356 3.364
O -1.784 8.305 -0.331
H 2.487 -3.044 -7.438
C -3.379 0.296 -5.253
C -5.571 -2.943 2.785
C -4.971 -2.467 4.110
H -2.952 -2.112 -2.105
H 5.038 -1.739 5.086
H 0.520 3.404 -5.803
H 6.318 -3.081 1.730
H -0.182 4.375 -3.742
O 4.842 -3.235 -3.550
H 2.247 5.098 3.397
H 7.884 -2.103 1.751
H 0.390 -1.854 1.149
H -4.804 -3.347 4.732
H -7.711 0.332 0.551
C -4.580 1.205 -4.786
H -4.788 -3.248 -3.842
H -1.138 0.573 1.958
H 5.977 -6.252 -0.333
H -5.033 -1.630 -1.733
H -0.967 4.142 -1.364
H -1.775 3.151 -5.459
S 0.227 -3.060 -4.544
H 5.867 -0.886 0.726
H 1.250 0.043 2.322
H -0.141 -1.477 5.393
C -2.746 5.030 -0.714
H 1.406 -1.511 -6.019
S 2.494 2.012 -3.825
H -4.909 -3.908 1.036
H 1.495 3.018 2.112
O -0.983 -2.395 -4.851
H 1.140 2.802 -2.054
O -2.635 3.004 2.335
H 0.509 4.764 3.591
O 0.287 2.096 6.266
C 1.529 -4.618 2.551
H 6.681 -0.064 2.030
H 4.567 -4.548 0.940
O -0.671 7.742 -2.528
H -0.526 -4.143 2.891
C 0.858 -1.123 0.488
H -6.635 -0.994 0.008
C 1.756 3.032 3.171
O 1.801 4.184 5.186
H -3.468 0.316 -6.339
H -2.100 2.891 -3.695
H 2.429 -2.156 -4.786
C 0.025 -0.844 -0.819
O 0.592 -3.264 -3.124
H -3.156 4.807 3.120
O -4.513 3.747 -3.860
O -0.943 1.542 -1.320
C 2.039 -3.517 -6.564
C -0.411 6.043 -0.367
H -4.451 -4.600 -2.791
H -3.110 -3.556 -1.262
O 4.388 0.259 3.539
H -3.397 -1.983 1.208
H 3.899 3.123 0.169
H -3.685 6.891 -1.768
H 0.235 1.993 -3.388
C 0.858 4.057 -3.811
H -6.397 -3.624 2.986
H 1.503 4.778 -3.309
C -0.417 0.938 1.227
H 2.442 -0.024 5.202
O -4.782 -2.487 -1.380
C -5.502 2.190 0.345
H 6.108 3.354 -0.113
H -0.919 4.017 0.309
O 2.912 -4.911 -3.278
C 4.423 2.191 0.379
C 0.426 -3.988 3.398
C -2.108 0.964 -4.657
S -6.848 0.736 -1.530
C 5.288 -2.163 4.113
H -5.844 -2.069 2.192
H -3.542 -0.736 -4.942
H 2.311 -1.694 4.969
H 0.589 -2.910 3.388
H 2.681 -3.587 -0.872
C 1.302 3.928 -5.253
C 6.764 -2.294 3.700
H 1.245 2.202 3.657
H -4.666 1.036 -3.712
C 6.078 -0.941 1.794
C 4.334 -4.861 -0.078
O -2.564 -0.048 -0.233
H 1.312 -5.668 2.357
H 1.483 -4.205 1.543
C -4.031 -3.673 -3.182
H 0.752 -5.308 -4.996
H 7.293 -3.102 4.206
C 1.515 4.407 3.813
H -3.291 2.536 2.857
H 4.262 -2.700 -0.809
O 3.628 2.359 -2.939
C -3.662 -2.926 -1.959
C 5.664 -5.315 -0.792
H 0.479 -4.329 4.432
H -5.624 0.680 2.016
H 1.415 4.844 -5.833
H -2.296 -3.195 1.898
C -2.255 4.201 3.027
C 1.891 -0.888 5.572
O -1.304 0.251 7.085
H 1.754 -2.053 7.354
H -0.258 2.014 1.300
H -0.039 6.474 0.562
H -3.175 -3.839 -3.836
C 5.363 -5.502 -2.302
O 2.275 0.622 -4.201
H -1.309 2.791 4.512
H 2.791 -4.174 -6.126
H -1.269 0.481 -5.158
H 7.322 -1.441 4.084
H 4.935 -6.494 -2.451
O -6.276 -0.260 -2.448
H 0.513 5.905 -0.929
H -4.577 2.564 0.785
C 1.262 0.108 7.828
H 1.699 0.745 0.805
C 6.866 -2.223 2.120
O 2.787 -4.303 3.043
C 3.763 -3.653 -0.985
C -2.814 6.242 -1.673
H -3.142 5.241 0.280
H -4.263 -4.574 2.542
H 1.813 1.034 7.994
O -2.283 -2.498 4.386
C 0.909 0.178 1.296
H 3.658 -5.716 -0.091
H -5.533 1.136 -5.310
C -5.595 0.773 0.931
C -6.713 0.077 0.195
H -0.855 -5.185 -5.468
H -5.505 -1.686 4.650
H 0.200 -3.953 -7.558
C 1.679 -2.442 -5.523
O -8.202 1.275 -1.798
C -4.474 -3.652 2.002
H 1.896 -1.420 0.340
H 2.777 2.658 3.248
H -6.391 2.701 0.715
C 1.001 2.726 -3.133
S -3.329 -1.792 3.643
H 6.161 -5.364 -3.031
H 6.441 -4.563 -0.654
H 0.743 -0.243 8.719
C 2.063 -1.040 7.094
H -3.318 4.161 -1.037
C 0.876 -4.403 -6.830
H 2.679 2.628 -6.289
H 4.668 -3.056 4.042
C -2.266 2.529 -4.710
H -5.829 2.922 -1.740
H 0.178 -0.112 4.297
O -4.225 3.315 -6.367
H 6.541 1.728 0.169
C -5.628 2.023 -1.158
S 4.123 -4.245 -2.781
C 2.568 3.094 -5.310
H -1.391 4.551 5.025
H -2.214 0.578 -3.643
C -1.252 4.700 -0.473
C 0.089 -4.646 -5.552
H 1.156 -5.311 -7.362
H -0.516 -1.699 -1.225
H -4.621 1.667 -1.376
H 2.912 -3.398 2.749
S -1.321 7.318 -1.297
H 3.107 -1.007 7.406
S -0.020 0.725 6.615
H -1.538 4.802 2.467
H -2.611 5.816 -2.655
H 3.420 3.772 -5.258
H 4.022 1.584 -1.425
S -1.193 0.463 -0.403
```

4.
The following is a quantum chemistry calculation of a molecular structure, C33H26F5N5O3S5W, from the OMol25 dataset.

Calculated values
* energy above the lowest of the compared OMol25 structures with the same formula, charge and spin: 0.000 eV
* total charge: +2

```
78
C33H26F5N5O3S5W | the OMol25 dataset | ωB97M-V/def2-TZVPD
C 1.997 -3.211 -0.452
H 3.431 -4.280 -3.903
N 0.695 -1.283 2.343
H 0.388 2.767 6.454
C -3.221 -2.244 -0.844
C 1.729 -2.501 -1.615
C 1.906 2.921 -0.519
C 2.785 -4.360 -0.579
H -5.352 3.025 0.169
H -2.814 -4.832 -1.945
S -1.655 -2.564 -0.226
C -5.178 -2.731 -1.789
C -0.352 1.700 -5.427
H 3.890 -5.639 -1.883
O 0.904 -1.437 -1.552
C -3.607 0.267 -0.693
C -4.691 1.053 -0.338
H 1.995 -2.250 -3.719
S -1.468 0.053 1.553
H 2.421 3.783 2.073
H 1.872 -4.397 2.100
F 0.719 3.542 -0.599
N 0.764 -1.698 1.016
C -3.237 2.933 -0.219
H -1.671 1.754 3.667
C 0.850 2.745 3.103
F 5.396 3.696 -0.958
H -0.679 1.705 -6.459
C 1.974 3.553 3.033
H 2.027 -2.866 2.970
H 3.407 4.712 4.134
C 4.292 3.018 -0.705
W -0.347 -0.450 -0.630
C 1.592 -2.698 0.864
H 3.316 -3.412 1.881
C 3.201 0.969 -0.100
H 0.728 1.596 -5.359
H -5.940 -3.362 -2.210
H -1.410 1.645 5.403
C -0.276 -0.534 2.672
C 1.957 3.797 5.420
C 3.057 3.641 -0.788
H -5.807 -0.642 -1.990
F 2.970 4.920 -1.119
C 4.361 1.677 -0.358
C 2.239 -3.369 2.039
C -2.197 2.076 -0.496
H -3.331 -4.944 -0.245
C 3.024 -3.985 -2.945
C -0.810 0.272 -3.589
C 1.955 1.577 -0.176
C 0.271 2.454 4.336
C -0.924 1.550 4.432
O -0.984 0.522 -4.842
N -4.005 -3.242 -1.270
H -1.183 2.439 -0.482
O 0.829 0.889 0.136
S -0.479 -0.223 4.377
N -2.358 0.760 -0.749
H 3.017 -4.959 0.288
S 0.096 1.212 -2.517
F 5.535 1.071 -0.280
H -0.697 2.590 -4.904
C -5.117 -1.398 -1.667
C -3.633 -4.657 -1.249
C 0.832 2.986 5.491
C 3.284 -4.747 -1.809
C 2.234 -2.854 -2.855
H 2.382 4.207 6.326
H -5.665 0.605 -0.219
C -4.510 2.405 -0.109
H 0.412 2.339 2.197
C 2.532 4.080 4.191
F 3.287 -0.322 0.227
H -3.032 3.980 -0.046
S -1.521 -1.073 -2.874
H -4.502 -5.237 -1.545
N -3.900 -1.086 -1.049
```

For each record above, in turn, the calculated HOMO-LUMO gap values are 10.05; 8.19; 9.84; 5.69 eV.
For each record above, in turn, the calculated HOMO level values are -9.76; -7.20; -9.75; -12.91 eV.